DFT (ωB97M-V with the def2-TZVPD basis set) results for a structure of composition C2Br2Cl4.

As for the LUMO energy (spin up / spin down): -0.728 / -1.300 eV. For the orbital gap (spin up / spin down), the calculation gives 8.146 / 7.245 eV. The HOMO energy (spin up / spin down) is -8.874 / -8.545 eV. The value obtained for the energy is -192244.836 eV. The value obtained for the energy relative to the best compared isomer or geometry (same formula, charge and spin) is 3.287 eV.

Geometry as XYZ:
```
8
C2Br2Cl4 (ωB97M-V with the def2-TZVPD basis set)
C 1.76063 0.10257 -0.18618
C -2.14152 0.09395 0.53883
Cl 2.08378 -1.52460 0.48795
Cl 2.93633 1.34161 0.04251
Cl 0.78586 0.01450 -1.53125
Cl -1.17068 0.90685 1.58120
Br -2.59500 0.86404 -1.16485
Br -1.65939 -1.79891 0.23179
```